Entry from the OMol25 dataset: a molecular structure, C15H35N2OP3Rh at a distorted geometry (ωB97M-V with the def2-TZVPD basis set).

```
57
Properties=species:S:1:pos:R:3:mulliken_charge:R:1
Rh -0.268 -0.105 0.178 -0.228
P -1.829 0.387 1.730 1.604
P -1.699 -0.861 -1.309 -0.127
P 0.790 -1.792 1.180 -0.065
O 1.800 -0.420 -1.413 -0.248
N 1.388 1.027 0.907 -0.041
N -0.299 1.643 -0.944 0.417
C -1.569 0.927 4.528 -1.374
C 0.590 2.753 -0.559 -1.037
C -3.655 2.574 1.946 -1.305
C -0.841 0.474 3.270 -0.445
C 2.167 0.451 1.826 -0.111
C -1.220 1.741 -1.899 -0.107
C -3.030 -1.996 2.742 -1.237
C -2.012 0.645 -2.222 -0.608
C 1.370 -0.969 -3.646 -1.309
C 2.069 -0.911 2.052 -0.603
C -3.299 -0.569 2.247 -0.725
C 1.858 0.132 -2.742 1.018
C -2.613 1.900 1.061 -0.196
C 3.260 0.596 -2.989 -1.433
C 1.168 2.464 0.813 -0.836
H 1.414 2.853 -1.296 0.387
H 3.389 0.984 -4.001 0.406
H 2.714 -1.367 2.794 0.491
H 0.039 1.093 3.041 0.122
H -2.352 -2.010 3.612 0.295
H -1.337 2.722 -2.426 0.393
H 1.169 0.984 -2.811 -0.089
H -0.841 0.923 5.349 0.425
H 0.044 -2.586 2.124 0.182
H -2.614 -2.658 1.970 0.249
H -4.025 -0.532 1.416 0.530
H -3.074 1.551 0.116 0.231
H 3.507 1.398 -2.284 0.372
H 0.437 2.796 1.589 0.299
H 1.963 -1.876 -3.464 0.322
H -1.252 -1.823 -2.260 0.195
H 1.519 -2.715 0.361 0.187
H 2.881 1.097 2.386 0.465
H 0.036 3.716 -0.539 0.538
H 1.466 -0.673 -4.701 0.410
H 2.106 3.041 0.945 0.549
H -4.042 3.446 1.407 0.443
H 3.937 -0.250 -2.825 0.332
H -2.376 0.238 4.810 0.327
H -1.980 1.937 4.437 0.258
H -4.510 1.915 2.143 0.313
H -0.446 -0.554 3.390 0.232
H -3.708 0.055 3.061 0.497
H -3.988 -2.413 3.077 0.425
H -2.961 -1.316 -0.806 0.154
H -2.744 0.739 -3.011 0.461
H -1.801 2.573 0.748 -0.015
H -3.249 2.913 2.904 0.262
H 0.316 -1.194 -3.456 0.153
H 2.050 0.261 -0.728 0.194
```

Energy relative to the best compared isomer or geometry (same formula, charge and spin)   0.00 kJ/mol
Largest force on an atom   2.5 eV Å⁻¹
Total charge   +2
2S+1   6
Orbital gap (spin up / spin down)   7.01 / 6.80 eV
E_tot   -1911.1371 Eh


Entry from the OMol25 dataset: a molecular structure, C21H24BClN3O3PS at a distorted geometry (ωB97M-V with the def2-TZVPD basis set).

```
55
Properties=species:S:1:pos:R:3:mulliken_charge:R:1
Cl -3.443 -3.843 1.117 -0.306
S -1.408 0.658 -4.747 0.118
P -3.525 -1.755 0.890 0.413
O -3.073 2.114 -0.733 -0.444
O -5.130 -1.450 0.646 -0.474
O -0.347 -4.801 -2.740 -0.580
N -2.346 0.976 -3.471 -0.529
N -0.808 -0.800 -4.385 -0.567
N 1.121 -3.043 -3.579 -0.519
C -1.117 -2.320 -2.445 -0.456
C -2.897 -0.258 -1.436 -0.389
C -1.862 2.009 -0.004 -0.114
C -2.226 -0.103 -2.690 0.547
C -1.804 -2.419 -1.282 -0.423
C -3.773 0.891 -0.945 -1.137
C 4.265 -2.472 -0.876 -0.323
C 4.475 -3.844 -0.918 -0.388
C -2.697 -1.414 -0.740 1.226
C 6.778 -3.473 -1.503 -0.373
C -1.954 1.302 1.375 -0.991
C 6.569 -2.101 -1.456 -0.351
C 0.166 5.303 3.154 -0.412
C -1.102 4.745 3.243 -0.237
C -1.348 -1.117 -3.203 0.420
C 5.313 -1.601 -1.141 -0.420
C 0.831 5.701 4.307 -0.350
C -1.040 4.982 5.635 -0.327
C 0.226 5.545 5.546 -0.406
C 5.732 -4.344 -1.230 -0.368
C -1.703 4.581 4.483 -0.526
B -0.127 -3.458 -2.928 0.628
H 5.897 -5.414 -1.261 0.359
H 1.404 -3.712 -4.291 0.202
H 5.151 -0.531 -1.102 0.354
H 7.757 -3.863 -1.751 0.354
H -1.177 -4.918 -2.255 0.295
H -1.336 1.876 2.077 0.374
H 3.658 -4.524 -0.707 0.368
H 3.284 -2.081 -0.636 0.434
H 7.386 -1.422 -1.665 0.355
H 1.887 -3.010 -2.908 0.195
H 1.821 6.134 4.238 0.360
H -1.622 4.437 2.344 0.474
H -1.554 3.046 0.197 0.380
H -1.657 -3.312 -0.668 0.258
H -1.510 4.856 6.602 0.358
H -1.037 1.585 -0.604 0.154
H -1.448 0.332 1.275 0.291
H 0.742 5.861 6.444 0.355
H -2.690 4.141 4.552 0.359
H -5.495 -2.021 -0.050 0.350
H -2.974 1.169 1.745 0.217
H -4.555 1.123 -1.683 0.421
H -4.315 0.630 -0.025 0.439
H 0.637 5.428 2.187 0.352
```

Largest force on an atom   1.4 eV Å⁻¹
Orbital gap   8.16 eV
E_tot   -2429.2945 Eh


Entry from the OMol25 dataset: a molecular structure, C20H28N2O7S2Sr (ωB97M-V with the def2-TZVPD basis set).

```
60
Properties=species:S:1:pos:R:3:mulliken_charge:R:1
Sr -0.603 0.695 0.264 1.469
S -3.690 1.344 0.041 0.635
S 1.567 0.680 -1.695 -0.454
O -1.525 1.654 2.536 -0.614
O 0.659 1.588 2.182 -0.488
O -0.127 -1.615 -0.076 -0.637
O -2.292 6.509 -0.370 -0.481
O -0.460 3.553 0.473 0.130
O -3.105 4.511 0.223 -0.514
O -2.586 1.387 -1.018 -0.805
N 2.147 -1.749 -0.520 -0.274
N 3.640 -0.086 -0.230 0.241
C 4.434 -1.009 0.583 -0.647
C 1.980 -4.524 -0.570 0.001
C 0.848 -3.741 -0.363 0.255
C -5.277 -0.830 -0.128 -0.736
C -2.162 5.214 -0.018 0.414
C -0.418 2.207 2.366 -0.643
C 0.648 -6.517 -0.427 -0.320
C -0.384 -4.361 -0.186 -0.442
C -3.870 -0.473 0.361 -0.495
C -5.238 1.443 -0.874 -0.803
C 4.232 1.234 -0.428 -1.049
C 3.867 2.194 0.693 -0.647
C -5.557 0.038 -1.345 -0.537
C 5.343 -1.880 -0.268 -1.151
C 0.939 -2.239 -0.333 0.252
C 2.452 -0.452 -0.737 0.391
C -0.485 -5.744 -0.220 -0.676
C -0.720 4.768 -0.154 -0.489
C 1.880 -5.905 -0.602 -0.672
C -0.417 3.668 1.909 0.011
H -6.587 -0.042 -1.692 0.348
H -3.697 -0.684 1.415 0.439
H 5.022 -0.395 1.267 0.437
H 2.766 -6.506 -0.763 0.393
H -0.540 4.632 -1.225 0.375
H 0.508 4.171 2.202 0.347
H 4.195 1.821 1.664 0.310
H 3.898 1.620 -1.388 0.500
H -5.986 1.810 -0.168 0.411
H -4.900 -0.237 -2.173 0.265
H 4.337 3.165 0.531 0.414
H 6.067 -1.280 -0.821 0.368
H -0.057 5.567 0.191 0.340
H -3.089 -0.949 -0.235 0.195
H 5.899 -2.573 0.366 0.349
H 2.786 2.326 0.737 -0.078
H -6.005 -0.617 0.658 0.318
H -1.306 4.187 2.268 0.438
H -1.448 -6.217 -0.082 0.389
H -3.242 6.703 -0.366 0.373
H 3.764 -1.617 1.186 0.410
H -1.257 -3.744 -0.022 0.353
H 5.313 1.083 -0.491 0.336
H -5.337 -1.897 -0.349 0.348
H 4.760 -2.457 -0.982 0.254
H 2.933 -4.032 -0.703 0.368
H -5.084 2.201 -1.641 0.400
H 0.570 -7.597 -0.451 0.373
```

Energy relative to the best compared isomer or geometry (same formula, charge and spin)   94.24 kJ/mol
Largest force on an atom   0.9 eV Å⁻¹
Orbital gap   8.06 eV
E_tot   -2242.3427 Eh


Entry from the OMol25 dataset: 2 unconnected molecules or ions with the total composition C5H10O at a distorted geometry (ωB97M-V with the def2-TZVPD basis set).

```
16
Properties=species:S:1:pos:R:3:mulliken_charge:R:1
O 0.618 0.238 -1.243 -0.445
C 0.932 -0.115 0.790 -0.796
C -1.225 -1.180 -0.196 -1.490
C 1.767 -0.150 -0.425 -0.463
C -1.130 1.327 0.084 -1.569
C -0.322 0.046 -0.097 1.452
H -0.638 -2.093 -0.325 0.347
H -1.954 -1.104 -1.010 0.367
H -1.790 -1.277 0.744 0.329
H 1.121 0.853 1.267 0.328
H -1.643 1.344 1.052 0.350
H 2.349 -0.846 -1.005 0.332
H -0.470 2.196 0.021 0.362
H 2.986 0.117 0.463 0.151
H 1.286 -0.893 1.466 0.365
H -1.892 1.430 -0.701 0.379
```

Energy relative to the best compared isomer or geometry (same formula, charge and spin)   440.30 kJ/mol
Largest force on an atom   3.3 eV Å⁻¹
Orbital gap   9.26 eV
E_tot   -271.5849 Eh


Entry from the OMol25 dataset: a molecular structure, C20H23N6O2PbSSe2 at a distorted geometry (ωB97M-V with the def2-TZVPD basis set).

```
55
Properties=species:S:1:pos:R:3:mulliken_charge:R:1
Pb -0.101 -0.160 -1.782 1.099
Se -1.990 2.303 -1.507 -0.028
Se -3.164 -1.435 -2.515 0.103
S 2.468 0.182 -0.229 1.189
O 2.479 -0.241 -1.652 -0.812
O 3.140 -0.666 0.679 -0.622
N 4.686 5.595 0.401 -0.512
N 0.040 -2.751 -1.150 0.128
N 1.233 0.458 2.515 -0.345
N -0.748 -0.456 1.574 -0.178
N -1.935 -5.975 1.696 -0.421
N 0.869 0.319 0.164 0.035
C -1.265 -5.360 0.984 -0.253
C 3.595 2.197 1.152 -0.473
C 3.136 1.856 -0.151 -0.002
C -3.863 0.410 -2.656 -1.219
C 0.480 0.113 1.478 0.264
C -1.185 -0.766 2.805 0.029
C 3.774 3.916 -1.095 -0.724
C -0.460 -4.692 0.018 0.453
C 0.199 -5.473 -0.921 -0.133
C -2.085 2.663 0.447 -0.780
C -0.428 -0.543 3.921 -0.953
C 4.083 3.480 1.368 -0.772
C 0.689 -3.471 -2.075 -0.089
C -0.522 -3.344 -0.094 -0.305
C -4.551 -2.067 -1.304 -0.907
C 0.814 0.019 3.714 -0.342
C 0.784 -4.879 -2.003 -0.992
C -3.650 1.322 -1.430 -0.349
C 3.256 2.622 -1.261 -0.466
C 4.142 4.346 0.231 1.072
H 2.950 2.293 -2.224 0.577
H -0.709 -0.874 4.894 0.443
H -2.197 -1.168 2.833 0.459
H -2.451 1.821 1.019 0.198
H -1.060 2.875 0.761 0.235
H 1.428 0.309 4.534 0.491
H 4.730 5.920 1.339 0.222
H 1.129 -2.828 -2.891 0.361
H 4.225 3.878 2.348 0.307
H 3.752 4.564 -1.977 0.246
H -4.521 1.975 -1.372 0.410
H -2.600 3.569 0.731 0.428
H -5.183 -1.194 -1.016 0.289
H 3.379 1.482 1.999 0.271
H -4.057 -2.532 -0.458 0.240
H 0.045 -6.553 -0.768 0.456
H -3.657 0.647 -0.550 0.252
H -3.461 0.914 -3.524 0.479
H -4.935 0.238 -2.892 0.449
H 1.153 -5.517 -2.768 0.450
H 4.453 6.278 -0.317 0.231
H -5.173 -2.869 -1.597 0.406
H -1.159 -2.749 0.579 0.405
```

Largest force on an atom   3.3 eV Å⁻¹
Total charge   +1
Orbital gap   7.29 eV
E_tot   -6648.5915 Eh


Entry from the OMol25 dataset: a gas-phase ion, C11H15ClF5INO4S (charge -1) at a distorted geometry (ωB97M-V with the def2-TZVPD basis set).

```
39
Properties=species:S:1:pos:R:3:mulliken_charge:R:1
I -0.958 2.710 -3.063 -0.084
Cl -3.857 -0.393 1.953 -0.140
S -2.946 -2.139 2.432 1.074
F 4.177 0.264 1.990 -0.367
F 4.078 0.121 -1.083 -0.277
F 2.396 -1.143 -0.564 -0.169
F 4.314 -1.511 0.304 -0.308
F 2.072 -0.167 1.740 -0.253
O -1.339 1.339 0.906 -0.669
O -1.759 -1.883 3.165 -0.503
O -3.907 -3.001 3.044 -0.615
O -1.877 3.232 -0.173 -0.801
N -0.395 0.224 -1.322 0.261
C 3.486 -0.536 -0.094 0.557
C -1.280 2.142 -0.050 0.641
C -1.836 -1.738 -1.398 -0.914
C 1.144 2.024 -0.963 -0.851
C 2.948 1.850 0.823 -1.444
C -2.543 -2.822 0.826 -0.810
C -1.519 -1.917 0.102 0.133
C -0.325 1.637 -1.185 -0.549
C 3.123 0.380 1.127 1.106
C -1.638 -0.292 -1.857 -0.988
C 1.505 2.288 0.511 -0.554
H 1.491 3.358 0.678 0.374
H -1.525 -0.934 0.570 0.039
H -1.164 -2.375 -1.973 0.293
H -2.118 -3.806 0.986 0.391
H 3.253 2.368 1.728 0.471
H -2.483 0.281 -1.494 0.501
H -0.545 -2.375 0.182 0.158
H 3.640 2.183 0.059 0.341
H 1.348 2.919 -1.535 0.512
H 0.837 1.795 1.207 0.442
H 0.360 -0.072 -1.928 0.266
H 1.827 1.280 -1.362 0.444
H -1.654 -0.306 -2.945 0.426
H -2.848 -2.060 -1.638 0.471
H -3.482 -2.927 0.292 0.392
```

Largest force on an atom   1.5 eV Å⁻¹
Total charge   -1
SMILES string   O=C([O-])[C@@](I)(CCCC(F)(F)C(F)(F)F)NCCCCS(=O)(=O)Cl
Orbital gap   7.54 eV
E_tot   -2439.3721 Eh